The following is a quantum chemistry calculation of a molecular structure, C2H5AlLiO2, from the OMol25 dataset.

```
11
Properties=species:S:1:pos:R:3:forces:R:3
O -1.562987 0.100185 0.044429 -0.317 -2.106 2.618
C -0.826393 0.238983 1.148665 0.000 1.515 3.210
C 0.411085 0.683852 1.351925 1.077 -4.498 -0.721
Li -1.838722 -1.620889 -0.557764 -0.229 -0.993 -0.311
Al -1.546574 1.404483 -1.034570 -0.064 3.063 -2.776
H 0.344524 -0.489656 1.909559 0.871 1.833 -0.500
H -0.800003 0.586287 2.390953 -2.533 -0.366 -1.479
H 1.137105 0.474400 0.566408 1.319 1.495 -0.096
H 1.561315 0.156500 -1.346532 1.253 -0.783 -0.840
O 1.268313 -0.432526 -2.053548 -2.169 0.466 0.391
H 1.852336 -1.101618 -2.419526 0.792 0.374 0.503
```
Forces are in eV/Å.

## Properties
HOMO energy (alpha / beta) = -18.56 / -18.10 eV
E = -478.7814 hartree
total charge = +2
LUMO level (alpha / beta) = -9.054 / -12.690 eV
HOMO-LUMO gap (alpha / beta) = 9.508 / 5.409 eV
spin multiplicity = 2